C29H46P2PmTe | ωB97M-V/def2-TZVPD

Structure (XYZ):
```
79
C29H46P2PmTe, DFT ωB97M-V/def2-TZVPD
Pm -1.474 -1.243 0.192
C 0.677 0.093 0.978
C -0.326 0.409 1.946
C 0.226 -1.823 2.181
C 1.040 -1.272 1.153
C -0.607 -0.784 2.690
C 1.268 0.999 -0.042
H 1.627 0.428 -0.914
H 2.129 1.575 0.344
H 0.533 1.739 -0.390
C 2.119 -2.002 0.445
H 2.892 -1.313 0.084
H 1.731 -2.551 -0.423
H 2.601 -2.750 1.094
C 0.242 -3.229 2.659
H 1.258 -3.645 2.622
H -0.396 -3.887 2.043
H -0.118 -3.291 3.696
C -1.414 -0.915 3.933
H -0.744 -1.034 4.798
H -2.079 -1.791 3.942
H -2.017 -0.019 4.119
C -0.935 1.753 2.135
H -1.266 1.876 3.175
H -1.815 1.936 1.488
H -0.216 2.554 1.899
C -0.292 3.275 -3.092
C -1.140 4.318 -3.019
C -2.596 4.415 -3.393
C -3.304 3.149 -3.937
C -3.687 2.208 -2.762
C -2.544 1.902 -1.866
C -1.408 1.088 -2.480
C -0.588 1.858 -3.528
H -2.717 5.227 -4.132
H -2.717 2.635 -4.713
H -3.131 4.765 -2.492
H -1.065 1.785 -4.525
H 0.760 3.432 -2.815
H -0.716 5.278 -2.679
H 0.367 1.318 -3.636
H -0.730 0.745 -1.665
H -2.221 2.709 -1.197
H -1.751 0.155 -2.971
H -4.230 3.467 -4.459
H -4.475 2.740 -2.204
P -4.407 0.529 -3.045
C -3.724 -0.109 -4.571
C -6.142 0.928 -3.368
P -3.289 0.576 -0.359
C -4.334 -0.424 -1.545
C -4.455 1.883 0.203
C -3.752 -0.621 1.201
H -2.661 -0.392 -4.523
H -3.861 0.672 -5.343
H -4.313 -0.998 -4.872
H -6.434 0.321 -4.234
H -6.259 1.993 -3.615
H -6.778 0.679 -2.509
H -4.805 -0.343 1.406
H -3.130 -0.327 2.070
H -3.734 -1.724 1.021
H -3.940 -1.444 -1.756
H -5.333 -0.555 -1.089
H -4.372 1.953 1.299
H -5.486 1.597 -0.057
H -4.232 2.879 -0.214
Te -1.857 -4.020 -0.811
C 0.193 -4.578 -1.103
C 0.817 -5.408 -0.155
C 2.192 -5.653 -0.260
C 2.923 -5.124 -1.333
C 2.277 -4.363 -2.319
C 0.907 -4.080 -2.210
H 0.219 -5.816 0.663
H 2.689 -6.258 0.501
H 3.999 -5.309 -1.402
H 2.841 -3.980 -3.170
H 0.381 -3.459 -2.937
```

- charge = +1
- spin multiplicity = 5
- ⟨S²⟩ = 6.02
- energy above the lowest of the compared OMol25 structures with the same formula, charge and spin (eV) = 0.715
- gap between HOMO and LUMO (alpha / beta) (eV) = 6.86 / 7.01

Charges obtained by Mulliken population analysis, quoted in units of e: 0.71, 0.37, 0.63, -0.05, 0.83, 1.15, -1.45, 0.36, 0.34, 0.49, -1.39, 0.46, 0.00, 0.44, -1.28, 0.35, -0.01, 0.45, -1.80, 0.43, 0.38, 0.38, -1.48, 0.41, -0.04, 0.41, -0.22, -0.76, -0.82, -1.09, -0.22, -1.23, 0.58, -0.92, 0.56, 0.34, 0.38, 0.32, 0.38, 0.35, 0.55, -1.40, 0.89, 0.23, 0.47, 0.74, 1.16, -1.30, -1.39, 1.28, -1.19, -1.69, -1.93, 0.31, 0.45, 0.54, 0.46, 0.39, 0.44, 0.68, 0.37, 0.47, 0.25, 0.56, 0.53, 0.39, 0.44, -0.21, 0.15, -0.37, -0.53, -0.49, -0.27, -0.71, 0.47, 0.38, 0.39, 0.37, 0.41